Density functional theory data (ωB97M-V/def2-TZVPD) for a molecular structure, C44H53Cl2F33NO8S.

```
142
Properties=species:S:1:pos:R:3:forces:R:3:lowdin_charge:R:1
C 1.16220 -3.68841 -0.01916 0.8 0.2 0.8 -0.11
C 0.72542 -2.51367 1.02572 1.4 -0.3 -0.8 -0.20
C 1.15272 -1.05623 0.42208 0.4 -1.8 0.3 -0.13
C 1.49043 -0.10736 1.64146 0.1 1.1 -0.5 -0.23
O 0.83750 -0.36958 2.90352 -1.0 0.4 -1.2 -0.18
C -0.56263 -0.06668 2.92873 0.5 -1.1 1.2 -0.52
Cl -0.91590 0.58378 4.64181 0.3 -0.5 -1.3 0.68
C -1.13414 0.99423 1.88215 -3.0 -0.7 1.7 -0.23
C -2.13967 0.24495 0.88638 -1.5 -0.3 -1.8 -0.17
O -3.14518 -0.54904 1.61586 0.5 -0.1 -1.1 -0.12
C -3.95294 -1.25181 0.67303 -3.5 -2.4 -3.2 -0.16
C -3.44203 -2.47748 -0.15248 -2.4 1.1 0.0 0.04
C -4.30911 -3.27278 -1.15434 -1.0 1.9 1.5 -0.21
C -3.65604 -4.49462 -1.96269 -0.3 1.2 -0.7 -0.09
C -5.79177 -2.89346 -1.38019 2.7 2.6 3.0 -0.01
C -6.34046 -1.65788 -0.57559 3.2 -1.9 -0.1 0.01
C -5.45454 -0.84769 0.43807 0.4 -2.0 -1.4 -0.06
C -6.16146 0.38139 1.19199 0.0 -0.1 -0.5 -0.35
C -5.89917 1.76991 0.37090 0.1 -0.2 0.8 -0.08
C -7.75059 0.23928 1.34185 -0.2 0.3 0.8 -0.12
N -0.12736 1.93057 1.23787 0.0 -1.7 -1.7 -0.46
Cl -0.37946 1.95935 -0.51801 -0.5 0.3 -0.3 0.97
S -0.40978 3.64537 1.67134 4.6 7.1 6.9 0.85
O 0.73373 4.54616 1.28222 -3.3 -3.5 -0.9 -0.23
O -0.57696 3.83755 3.16666 -0.8 -2.4 -4.7 -0.24
C -1.92670 4.38762 0.88339 -4.5 1.4 -0.1 -0.31
F -2.95272 3.47955 0.53203 2.5 1.4 0.6 0.05
F -2.52393 5.21920 1.89110 2.0 -2.5 -2.3 0.09
C -1.65448 5.41401 -0.33356 2.2 2.3 0.4 -0.23
F -0.66297 5.02013 -1.24921 -2.4 0.4 1.9 0.09
F -1.15083 6.60575 0.29609 -1.2 -2.9 -1.5 0.09
C -2.96486 5.87913 -1.12408 -1.0 2.9 -0.9 -0.18
F -4.02827 6.31280 -0.28906 3.0 -1.3 -1.5 0.11
F -2.57957 7.04515 -1.87011 -0.6 -2.9 1.8 0.10
C -3.57045 4.84496 -2.17933 -3.1 -1.7 -1.5 -0.28
F -2.89109 3.62579 -2.32519 -1.1 2.9 0.5 0.10
F -3.74412 5.40729 -3.47108 0.7 -1.2 4.3 0.09
F -4.88943 4.51714 -1.72924 3.4 0.6 -1.2 0.09
C 1.32490 1.49896 1.41129 4.9 -0.7 1.5 -0.37
C 2.00571 2.08760 2.78326 -0.4 0.5 0.9 -0.02
C 2.32812 1.89332 0.22761 1.3 0.6 -0.6 -0.18
C 3.90782 1.87845 0.65950 -0.1 0.2 -2.1 -0.16
C 4.70898 2.10880 -0.75181 0.9 -0.5 0.8 -0.17
C 6.00097 1.11231 -0.86286 0.1 0.9 -1.6 -0.14
C 5.92576 0.23799 -2.23519 1.5 0.1 1.0 -0.22
O 5.30247 -1.03331 -1.91546 -1.2 1.2 -1.6 -0.22
C 4.08971 -1.26457 -2.66792 -1.2 -1.2 0.5 -0.12
H 2.28462 -3.89406 0.17589 -1.8 0.3 -0.4 0.08
H 0.63562 -4.68492 0.20544 0.6 1.6 -0.5 0.09
H 1.08852 -3.36403 -1.11002 -0.3 -0.6 1.4 0.07
H -0.37893 -2.57609 1.29907 1.5 0.2 -0.2 0.09
H 1.41931 -2.67382 1.93678 -1.6 0.2 -1.2 0.13
H 0.42636 -0.69047 -0.36809 0.7 -0.3 1.2 0.09
H 2.14438 -1.27251 -0.13632 -1.6 0.6 0.9 0.11
H 2.61816 -0.24998 1.85342 -2.0 0.4 -0.2 0.17
H -1.09308 -1.09344 2.92415 0.3 2.1 -0.5 0.15
H -1.83113 1.68952 2.49778 1.2 -1.2 -0.8 0.14
H -2.81327 0.94987 0.26073 1.6 -0.6 1.0 0.13
H -1.66097 -0.47362 0.14422 -0.1 1.1 1.1 0.11
H -2.36062 -2.80876 0.00748 -1.7 0.4 -0.3 0.09
H -3.99488 -4.36113 -3.05956 0.5 -0.3 1.7 0.09
H -2.50484 -4.41115 -1.98610 -1.9 -0.3 0.3 0.08
H -4.02270 -5.52193 -1.62768 0.6 1.5 -0.2 0.09
H -6.42697 -3.50660 -2.09943 0.9 1.1 1.2 0.10
H -7.44642 -1.41596 -0.76494 2.1 -0.2 0.6 0.09
H -5.69423 0.42181 2.24784 -0.8 0.1 -1.7 0.14
H -6.86080 2.40001 0.28060 1.5 -1.1 0.1 0.09
H -5.17649 2.39581 1.00519 -0.8 -0.8 -1.3 0.06
H -5.50462 1.52514 -0.67376 -0.4 0.6 1.5 0.08
H -8.31140 0.16690 0.34017 1.0 -0.1 1.5 0.08
H -8.03862 -0.61188 2.06716 0.4 1.2 -1.4 0.10
H -8.13840 1.20975 1.83712 0.7 -1.5 -0.8 0.09
H 2.46184 3.13078 2.61988 -1.1 -1.5 0.3 0.11
H 1.25947 2.07893 3.66583 1.2 0.3 -1.5 0.08
H 2.87876 1.43044 3.14266 -1.5 0.8 -1.0 0.11
H 2.19694 2.96760 -0.18212 -0.2 -1.8 0.8 0.12
H 2.30441 1.17307 -0.67840 -0.4 1.1 1.6 0.11
H 4.25790 0.86387 1.03641 -0.6 1.5 -0.1 0.11
H 4.19631 2.76648 1.30930 -0.5 -1.6 -0.5 0.12
H 5.08280 3.19534 -0.76569 -0.7 -1.6 -0.2 0.12
H 4.06072 1.90173 -1.66721 0.6 0.5 1.3 0.09
H 6.10317 0.43123 0.04670 -0.1 0.9 -1.4 0.11
H 6.93787 1.77507 -0.98800 -1.4 -1.1 0.5 0.12
H 6.98627 -0.01257 -2.62553 -1.6 0.5 0.8 0.13
H 5.41599 0.82749 -3.06980 0.4 -0.9 1.2 0.12
H 3.32427 -1.71222 -1.92464 1.1 0.6 -1.1 0.07
H 4.20680 -2.07016 -3.49052 0.1 1.5 1.1 0.11
H 3.60169 -0.32264 -3.09313 0.9 -1.1 0.5 0.09
C 4.61983 -8.80102 -1.26959 0.9 -0.2 -0.1 -0.04
C 3.29269 -9.56732 -1.45200 0.5 -0.3 0.8 -0.44
C 2.12362 -8.75394 -2.00816 -0.8 -0.1 -0.5 -0.30
F 1.77438 -7.73125 -1.20183 0.1 0.0 0.1 0.08
F 1.02069 -9.53547 -2.12875 0.3 -0.2 0.0 0.10
F 2.96010 -10.15983 -0.28046 -0.2 0.3 -0.2 0.13
F 3.54066 -10.58481 -2.32824 -0.1 0.4 -0.2 0.11
O 4.92011 -8.33097 0.05136 -1.3 0.8 0.1 0.04
C 4.38170 -7.08254 0.43194 1.3 -0.8 -1.2 -0.51
C 3.40512 -7.19885 1.60687 -0.4 -0.3 0.7 -0.27
F 2.35785 -7.99573 1.30682 0.3 0.1 -0.1 0.10
F 2.89137 -5.98454 1.92858 0.3 0.2 -0.2 0.08
F 3.84193 -6.47273 -0.64168 -0.2 0.3 0.4 0.13
F 5.43738 -6.32034 0.80112 -0.4 -0.1 0.4 0.14
H 5.41495 -9.52287 -1.47802 -0.2 0.0 0.2 0.15
H 4.75629 -8.01855 -2.02082 -0.3 0.0 0.1 0.14
H 2.35652 -8.35392 -2.99922 0.2 0.0 0.0 0.17
H 3.90096 -7.61167 2.48924 0.2 0.1 -0.2 0.18
C -2.93746 7.14243 -8.72823 -0.5 0.7 0.0 -0.04
C -1.47720 6.67339 -8.89959 -0.2 0.4 0.8 -0.43
C -1.28543 5.33265 -9.60854 0.6 -0.5 -0.5 -0.30
F -1.85545 4.30961 -8.94252 0.0 0.1 0.1 0.09
F 0.03589 5.03471 -9.70346 0.0 0.3 0.1 0.09
F -0.86712 6.67617 -7.68909 0.0 -0.3 -0.2 0.12
F -0.84010 7.62690 -9.64127 -0.2 -0.4 -0.3 0.11
O -3.54821 6.90514 -7.45295 0.3 -1.5 -0.1 0.03
C -4.14405 5.64099 -7.24578 -0.2 1.4 -1.2 -0.50
C -3.46462 4.84939 -6.12389 0.3 0.0 0.5 -0.28
F -2.15918 4.62199 -6.39385 -0.1 0.2 -0.1 0.10
F -4.04662 3.63352 -5.96755 -0.2 0.2 -0.2 0.10
F -4.19456 4.96581 -8.40941 -0.1 -0.3 0.4 0.14
F -5.42972 5.88909 -6.90313 0.3 -0.3 0.4 0.15
H -2.91412 8.23319 -8.80907 0.2 -0.2 0.2 0.15
H -3.57878 6.82022 -9.55284 0.2 -0.3 0.1 0.15
H -1.69306 5.35994 -10.62313 -0.1 0.2 0.0 0.18
H -3.52338 5.38649 -5.17231 -0.1 0.0 -1.1 0.14
C 1.81484 0.03954 8.99308 -0.5 0.7 0.2 -0.04
C 1.89492 -1.45213 9.38024 -0.7 0.1 -0.6 -0.43
C 3.29976 -2.00501 9.62056 0.5 -0.7 0.5 -0.30
F 4.07728 -1.93505 8.52223 -0.1 0.0 0.0 0.09
F 3.23744 -3.31753 9.95884 -0.3 0.2 0.0 0.10
F 1.23482 -2.18551 8.45123 0.3 0.0 0.1 0.13
F 1.19030 -1.59748 10.54070 0.5 0.1 0.1 0.11
O 1.67163 0.33929 7.59748 1.3 -0.8 -0.4 0.02
C 2.85824 0.40750 6.83560 -0.8 0.8 1.6 -0.50
C 2.91254 -0.66171 5.73898 -0.2 -0.6 -0.4 -0.28
F 2.85605 -1.90713 6.25471 -0.1 0.3 0.1 0.10
F 4.07508 -0.57959 5.04178 0.0 0.4 0.1 0.09
F 3.92613 0.37648 7.65266 0.1 0.0 -0.6 0.14
F 2.86219 1.63739 6.26504 0.0 -0.3 -0.5 0.13
H 0.89014 0.41754 9.43900 0.0 -0.3 -0.2 0.15
H 2.60604 0.63359 9.45795 0.1 -0.3 -0.2 0.15
H 3.79899 -1.47527 10.43700 -0.1 0.1 0.0 0.18
H 2.07897 -0.54708 5.04008 0.0 0.2 0.1 0.14
```
Positions in Å, forces in eV/Å.

Values from the calculation:
- Total charge: +1
- HOMO-LUMO gap: 5.49 eV
- E_HOMO: -0.39198 Eh